Computed, not measured: a 13-piece molecular cluster, C48H133N11O15 overall in a non-equilibrium geometry, with the ωB97M-V functional and the def2-TZVPD basis.

Geometry as XYZ:
```
207
C48H133N11O15 (the ωB97M-V functional and the def2-TZVPD basis)
C -0.0179 -10.1344 -2.9838
C 1.1737 -10.7745 -3.7627
C 2.5176 -10.4158 -3.0599
O 2.8189 -9.0186 -3.1805
C 3.8072 -8.6817 -2.2346
N 1.0243 -12.2434 -3.8085
H -0.9676 -10.2378 -3.5086
H 0.2198 -9.0784 -2.8552
H -0.1677 -10.5998 -2.0097
H 1.1284 -10.3436 -4.7629
H 3.3179 -10.9727 -3.5471
H 2.5343 -10.8895 -2.0783
H 4.7672 -9.1640 -2.4185
H 3.5896 -9.1064 -1.2545
H 3.9664 -7.6045 -2.1856
H 0.0393 -12.3598 -3.9991
H 1.4809 -12.5759 -4.6458
C -2.8850 3.0468 -5.7305
C -4.3916 2.9065 -5.7011
C -5.0578 4.2816 -5.5954
O -4.8134 4.7295 -4.2526
C -5.0849 6.1069 -4.0927
N -4.7456 2.2625 -6.9269
H -2.6530 3.5662 -4.8008
H -2.4413 3.6506 -6.5221
H -2.3853 2.0819 -5.6439
H -4.6195 2.3022 -4.8230
H -6.1368 4.3240 -5.7440
H -4.6104 5.0426 -6.2348
H -4.9485 6.3390 -3.0364
H -6.0648 6.3377 -4.5104
H -4.4147 6.7180 -4.6973
H -4.2839 2.6141 -7.7536
H -5.7447 2.2971 -7.0710
C 4.8776 11.5555 -4.3013
C 4.8122 10.1675 -3.6442
C 4.3838 9.0897 -4.6160
O 3.0461 9.2729 -5.1011
C 2.0805 8.9395 -4.1151
N 6.1713 9.9518 -3.1835
H 5.4870 11.5682 -5.2050
H 5.4218 12.2544 -3.6662
H 3.8985 11.9531 -4.5683
H 4.1689 10.2572 -2.7688
H 4.5311 8.1040 -4.1746
H 5.0562 9.0599 -5.4734
H 2.1530 7.8874 -3.8397
H 1.1028 9.0798 -4.5761
H 2.1554 9.6144 -3.2625
H 6.7191 9.8617 -4.0273
H 6.2608 8.9888 -2.8924
C -6.4415 -3.9897 -2.2227
C -7.8653 -4.5032 -2.2330
C -7.9851 -5.9341 -2.7577
O -7.4641 -6.0116 -4.0743
C -7.5895 -7.2831 -4.6860
N -8.3331 -4.4670 -0.8264
H -5.8628 -3.8893 -3.1409
H -5.8689 -4.5972 -1.5220
H -6.4475 -2.9414 -1.9242
H -8.4237 -3.8262 -2.8795
H -9.0498 -6.1230 -2.6201
H -7.5045 -6.5580 -2.0041
H -8.6190 -7.5342 -4.9412
H -7.2236 -8.0347 -3.9865
H -6.9930 -7.2334 -5.5969
H -8.2124 -3.5357 -0.4547
H -7.6302 -4.9821 -0.3159
C 3.2608 -7.7852 6.4802
C 2.0291 -8.3563 5.7111
C 2.0429 -7.9694 4.2457
O 1.7205 -6.5890 4.2631
C 2.0401 -5.8490 3.0998
N 2.0227 -9.7669 5.8879
H 4.2653 -8.0440 6.1452
H 3.2976 -8.0769 7.5298
H 3.1525 -6.7020 6.5356
H 1.1755 -7.8712 6.1847
H 1.3523 -8.5898 3.6744
H 3.0587 -8.0426 3.8573
H 1.6938 -4.8177 3.1685
H 1.4401 -6.3281 2.3262
H 3.0826 -5.7973 2.7858
H 1.0418 -9.9929 5.8055
H 2.2547 -9.9771 6.8481
C 2.6390 8.0237 8.7323
C 1.9539 7.4420 7.4324
C 2.7116 6.3177 6.7393
O 3.9244 6.8628 6.2886
C 4.8090 5.9283 5.6735
N 0.5915 7.0961 7.7305
H 3.3981 8.7739 8.5106
H 3.0475 7.2239 9.3499
H 1.8670 8.5557 9.2883
H 1.9114 8.1715 6.6236
H 2.0080 5.8804 6.0309
H 2.9596 5.5362 7.4575
H 5.6166 6.4551 5.1651
H 4.3966 5.3794 4.8269
H 5.2426 5.1635 6.3178
H 0.0734 7.9555 7.8451
H 0.2226 6.6169 6.9216
C 0.3091 1.5018 0.8947
C -0.4494 1.4362 -0.4310
C -0.7124 -0.0289 -0.8862
O 0.4817 -0.5569 -1.3985
C 0.3536 -1.7140 -2.2353
N -1.7315 2.0716 -0.0666
H 0.4652 2.4862 1.3358
H 1.2440 0.9852 0.6776
H -0.1983 0.9041 1.6520
H 0.0037 1.9351 -1.2878
H -1.4583 -0.0760 -1.6796
H -1.1233 -0.6552 -0.0943
H -0.3218 -2.4731 -1.8407
H 1.2695 -2.2893 -2.3698
H 0.0763 -1.4308 -3.2507
H -2.1792 2.1887 -0.9644
H -2.2998 1.4190 0.4542
C -9.4060 3.6072 -0.7830
C -10.0046 4.9256 -0.2862
C -11.2729 5.3540 -1.1017
O -11.6771 6.6913 -0.8198
C -10.9499 7.5853 -1.6403
N -10.3207 4.7675 1.1310
H -10.0197 2.7573 -0.4843
H -8.3954 3.5469 -0.3790
H -9.3156 3.6145 -1.8692
H -9.2573 5.7147 -0.3695
H -12.0716 4.6889 -0.7734
H -11.1331 5.1836 -2.1692
H -11.2413 7.5132 -2.6882
H -9.8757 7.4235 -1.5499
H -11.0627 8.6354 -1.3707
H -11.0010 4.0210 1.1345
H -10.8823 5.5853 1.3206
C 2.6643 -0.8888 9.4390
C 2.5663 -0.0030 8.2109
C 3.0600 -0.7349 6.9086
O 4.4304 -1.1241 7.0769
C 5.2012 -1.5920 5.9635
N 1.1831 0.4836 8.1120
H 2.2431 -0.5053 10.3683
H 3.7399 -1.0000 9.5755
H 2.2415 -1.8831 9.2949
H 3.2594 0.8232 8.3693
H 2.8620 -0.0509 6.0833
H 2.4828 -1.6393 6.7157
H 6.2675 -1.5844 6.1897
H 5.0536 -0.8648 5.1650
H 5.0415 -2.6147 5.6219
H 1.1171 0.9819 7.2360
H 1.1102 1.2187 8.8008
C 11.0176 0.0137 1.7749
C 11.4462 -1.3061 1.0761
C 10.7723 -1.4039 -0.3561
O 9.3883 -1.6704 -0.1329
C 8.5284 -1.4882 -1.3087
N 12.8982 -1.3214 0.9830
H 11.2515 0.8250 1.0856
H 11.4566 0.1443 2.7641
H 9.9425 0.0424 1.9521
H 11.1294 -2.1854 1.6370
H 11.2795 -2.1786 -0.9313
H 10.9014 -0.4811 -0.9216
H 8.6376 -0.5963 -1.9257
H 7.4849 -1.6662 -1.0490
H 8.8326 -2.2999 -1.9694
H 13.2749 -2.2314 0.7588
H 13.2086 -1.1135 1.9214
C 2.6769 -5.5337 -8.7081
C 3.1741 -4.4298 -9.6122
C 4.4818 -3.7364 -9.1848
O 4.4401 -3.0353 -7.9171
C 3.8874 -1.7133 -7.9500
N 3.3206 -4.9514 -10.9299
H 2.6727 -5.2899 -7.6458
H 3.2233 -6.4579 -8.8961
H 1.6414 -5.8431 -8.8503
H 2.3455 -3.7289 -9.7133
H 4.7914 -3.0216 -9.9472
H 5.2849 -4.4657 -9.0782
H 4.4664 -1.0464 -8.5889
H 3.7930 -1.1820 -7.0029
H 2.8990 -1.8298 -8.3947
H 3.4993 -4.1712 -11.5459
H 2.3805 -5.2391 -11.1612
C -5.0988 -1.4118 4.6038
C -3.9979 -1.9060 5.5768
O -4.0517 -1.2957 6.8676
O -4.6460 -0.2397 4.0349
H -5.9849 -1.1964 5.2009
H -5.3918 -2.2049 3.9159
H -3.0036 -1.9502 5.1324
H -4.1680 -2.9785 5.6719
H -3.1728 -0.9394 7.0167
H -4.8659 0.4432 4.6727
C -4.9159 6.0284 4.4487
C -5.7687 5.3445 5.5483
O -6.4836 4.2094 4.9889
O -3.6504 5.4712 4.4252
H -4.8186 7.1011 4.6162
H -5.3977 5.9604 3.4733
H -6.5583 6.0321 5.8515
H -5.1769 4.9216 6.3600
H -7.1614 4.4830 4.3667
H -3.5506 4.9843 3.6038
```

Values from the calculation:
Max |F|   2.6 eV/Å
Kohn-Sham gap   9.3010 eV
Energy relative to the best compared isomer or geometry (same formula, charge and spin)   5.004 eV